1.
{"formula": "C2H3N3OS", "method": "ωB97M-V with the def2-TZVPD basis set", "gap_ev": 8.6, "de_lowest_kj_mol": 572.2, "e_homo_ev": -9.110, "total_charge": 0, "spin_multiplicity": 1, "fmax_ha_per_bohr": 0.1079, "total_energy_ev": -19469.1558, "species": ["S", "O", "N", "N", "N", "C", "C", "H", "H", "H"], "coordinates": [[-2.020, -0.064, -0.006], [0.397, -1.393, -0.355], [-0.284, -0.152, 0.122], [0.292, 2.008, -0.148], [1.768, -1.192, 0.055], [0.593, 0.789, 0.001], [1.894, 0.115, 0.207], [2.928, 0.777, 0.385], [1.146, 2.718, -0.052], [-2.285, -1.400, 1.142]], "atomic_forces_ev_per_a": [[1.2, -3.2, 2.4], [0.5, 1.0, 1.7], [-3.3, -4.4, -0.6], [1.9, 3.0, 0.1], [-0.6, 2.8, -0.7], [2.7, 3.2, 0.5], [2.1, -0.7, -0.3], [-2.9, -2.5, -0.3], [-2.2, -2.3, -0.3], [0.6, 3.1, -2.5]], "mulliken_charge": [-0.1078, -0.1444, -0.0219, -0.6817, -0.3047, 0.6270, -0.0167, 0.2447, 0.2239, 0.1815]}

---

2.
{"formula": "C6H8F2", "method": "ωB97M-V with the def2-TZVPD basis set", "gap_ev": 10.4, "de_lowest_kj_mol": 88.1, "e_homo_ev": -9.412, "total_charge": 0, "smiles": "C=C(F)C/C=C(/C)F", "spin_multiplicity": 1, "fmax_ha_per_bohr": 0.0571, "total_energy_ev": -11784.9649, "species": ["F", "F", "C", "C", "C", "C", "C", "C", "H", "H", "H", "H", "H", "H", "H", "H"], "coordinates": [[2.241, -0.409, -0.275], [-2.610, 0.452, 0.745], [0.008, 0.501, -0.416], [1.163, 0.099, -1.041], [1.569, 0.113, -2.455], [-1.522, -0.075, 1.408], [-1.680, -1.070, 2.225], [-0.249, 0.579, 1.092], [0.835, 0.470, -3.257], [1.793, -0.895, -2.874], [2.446, 0.800, -2.469], [-0.370, 1.588, 1.479], [0.595, 0.146, 1.724], [-2.574, -1.523, 2.450], [-0.790, 0.913, -1.005], [-0.854, -1.690, 2.670]], "atomic_forces_ev_per_a": [[-1.5, 0.7, -0.7], [0.7, -0.1, 0.5], [2.7, -0.2, -0.1], [-1.7, -0.1, 2.2], [-0.3, 0.4, -2.1], [-0.5, 0.0, -0.4], [2.0, -1.9, 1.1], [1.6, -0.5, -0.2], [0.6, 0.0, 1.7], [0.4, 0.6, 0.8], [-0.3, -0.8, -0.5], [0.2, 0.6, -0.5], [-1.2, 0.3, -1.0], [-2.3, -0.5, 0.2], [0.0, -0.1, -0.5], [-0.4, 1.4, -0.6]], "mulliken_charge": [-0.2871, -0.2815, -0.3800, 0.4368, -1.0677, 0.4730, -0.8707, -0.3526, 0.2933, 0.2918, 0.2728, 0.2877, 0.2797, 0.3489, 0.3386, 0.2169]}

---

3.
{"formula": "C6H6LiO2", "method": "ωB97M-V with the def2-TZVPD basis set", "gap_ev": 9.0, "de_lowest_kj_mol": 116.4, "e_homo_ev": -13.312, "total_charge": 1, "spin_multiplicity": 1, "fmax_ha_per_bohr": 0.1151, "total_energy_ev": -10610.1488, "species": ["O", "O", "C", "C", "C", "C", "C", "C", "Li", "H", "H", "H", "H", "H", "H"], "coordinates": [[2.427, 0.038, 0.861], [1.516, 1.389, -1.254], [-1.708, -0.168, -0.856], [-1.619, -0.569, 0.498], [-0.663, 0.422, -1.579], [0.615, 0.611, -1.061], [1.146, -0.247, 0.598], [0.139, -0.697, 1.252], [2.938, 1.325, -0.341], [2.736, -0.387, 1.671], [-2.143, -1.506, 0.727], [-1.844, 0.228, 1.222], [-2.636, -0.368, -1.395], [-0.768, 0.649, -2.642], [-0.136, -0.721, 2.300]], "atomic_forces_ev_per_a": [[0.8, 0.0, 0.2], [-0.6, 0.9, -2.1], [2.1, 1.1, -2.7], [3.4, -0.6, 3.1], [-2.5, -1.3, 0.1], [2.4, -1.7, 5.1], [-2.6, 1.2, -4.4], [-4.9, 0.3, 0.0], [1.3, 0.4, 0.3], [0.0, 0.0, 0.1], [0.1, 0.5, 0.0], [-0.5, -0.2, -0.4], [0.2, 0.1, 0.1], [-0.2, 0.1, 0.3], [0.8, -0.7, 0.1]], "mulliken_charge": [-0.5448, -0.7511, -0.0389, -0.7213, -0.5845, 0.7264, 0.5744, -0.6836, 0.8834, 0.3652, 0.3525, 0.3399, 0.3752, 0.3795, 0.3277]}

---

4.
{"formula": "C9H58NO21", "method": "ωB97M-V with the def2-TZVPD basis set", "gap_ev": 5.3, "de_lowest_kj_mol": 138.3, "e_homo_ev": -4.126, "total_charge": -1, "spin_multiplicity": 1, "fmax_ha_per_bohr": 0.0476, "total_energy_ev": -54763.1291, "species": ["O", "O", "O", "O", "O", "O", "O", "O", "O", "O", "O", "O", "O", "O", "O", "O", "O", "O", "O", "O", "O", "N", "C", "C", "C", "C", "C", "C", "C", "C", "C", "H", "H", "H", "H", "H", "H", "H", "H", "H", "H", "H", "H", "H", "H", "H", "H", "H", "H", "H", "H", "H", "H", "H", "H", "H", "H", "H", "H", "H", "H", "H", "H", "H", "H", "H", "H", "H", "H", "H", "H", "H", "H", "H", "H", "H", "H", "H", "H", "H", "H", "H", "H", "H", "H", "H", "H", "H", "H"], "coordinates": [[25.373, -27.741, -17.311], [24.401, -19.362, -19.074], [21.875, -19.038, -13.883], [22.684, -26.670, -10.879], [20.480, -24.988, -12.829], [27.334, -21.535, -13.293], [21.001, -28.438, -13.813], [26.588, -20.978, -20.457], [21.640, -21.103, -19.651], [26.740, -19.221, -16.538], [22.496, -23.162, -14.005], [28.121, -25.539, -18.350], [19.782, -22.248, -16.964], [28.490, -27.245, -12.250], [20.450, -19.367, -16.738], [23.929, -20.759, -12.765], [20.201, -21.431, -14.178], [20.759, -23.727, -20.165], [22.522, -23.547, -10.811], [29.285, -23.336, -14.459], [20.781, -26.083, -18.182], [23.689, -23.310, -14.732], [25.788, -23.903, -16.623], [25.822, -24.430, -15.189], [24.425, -24.571, -14.562], [22.771, -23.450, -17.030], [23.647, -22.670, -16.035], [23.665, -25.782, -15.074], [24.730, -24.766, -13.070], [23.182, -21.217, -15.986], [25.069, -22.556, -16.664], [26.811, -23.697, -16.946], [20.827, -28.068, -14.686], [22.580, -23.471, -11.783], [27.751, -26.992, -12.815], [25.834, -20.422, -20.223], [28.593, -22.930, -13.913], [22.621, -25.824, -14.751], [21.149, -21.662, -14.066], [24.233, -18.926, -19.921], [24.199, -18.688, -18.412], [19.686, -18.823, -16.513], [23.186, -20.808, -17.000], [21.149, -19.060, -16.144], [24.076, -26.751, -14.768], [25.140, -23.887, -12.568], [25.237, -27.611, -18.256], [23.555, -25.830, -16.164], [25.661, -21.712, -16.305], [25.235, -24.672, -17.168], [23.738, -20.623, -15.263], [23.911, -21.554, -13.356], [25.376, -25.642, -12.980], [20.187, -20.467, -14.182], [20.894, -22.972, -19.560], [28.799, -23.848, -15.115], [20.861, -25.853, -19.114], [22.115, -22.820, -17.646], [22.129, -21.160, -15.693], [27.379, -19.153, -17.257], [26.571, -21.873, -12.802], [22.072, -24.166, -16.597], [23.285, -24.027, -17.810], [27.320, -25.083, -18.060], [26.394, -21.836, -20.063], [28.016, -26.439, -18.018], [22.221, -25.876, -10.569], [20.041, -24.160, -12.609], [26.340, -25.392, -15.197], [23.450, -26.741, -10.302], [26.296, -23.676, -14.557], [22.554, -21.160, -19.339], [23.830, -24.962, -12.485], [22.457, -18.276, -13.965], [27.136, -20.605, -13.445], [24.802, -27.083, -16.888], [23.047, -22.812, -10.477], [22.476, -19.796, -13.706], [28.177, -27.082, -11.355], [24.919, -22.290, -17.720], [20.059, -21.352, -16.724], [25.953, -19.601, -16.949], [21.649, -23.983, -20.429], [20.988, -25.264, -17.718], [24.513, -20.129, -13.204], [21.464, -20.159, -19.716], [20.445, -22.805, -16.541], [21.094, -27.668, -13.235], [21.325, -24.705, -13.217]], "atomic_forces_ev_per_a": [[0.1, 0.3, -0.1], [-0.1, 0.2, -0.2], [0.3, 0.0, -0.3], [-0.1, 0.0, 0.2], [0.1, -0.3, 0.1], [-0.3, -0.1, 0.3], [0.1, 0.1, 0.0], [-0.1, 0.0, 0.0], [0.5, 0.1, -0.1], [-0.2, 0.1, -0.1], [-0.1, -0.5, 0.0], [-0.1, -0.1, 0.0], [0.1, -0.1, -0.5], [-0.1, 0.0, 0.0], [0.1, 0.4, -0.2], [0.2, -0.2, -0.5], [0.4, 0.2, 0.2], [0.2, -0.1, 0.3], [0.1, 0.0, 0.0], [-0.1, -0.1, 0.0], [0.3, -0.3, 0.1], [1.6, 1.7, 0.7], [0.0, 0.7, 1.2], [-0.5, 0.7, -0.5], [-0.1, 0.4, 0.4], [-1.1, -0.2, -1.5], [0.7, -0.2, -0.8], [-0.7, -1.0, -0.5], [-1.1, -0.3, 0.3], [-1.5, -0.4, 0.4], [-0.7, -0.9, -0.8], [0.0, -0.5, -0.4], [0.0, 0.0, 0.1], [-0.1, 0.1, -0.1], [0.1, 0.0, 0.0], [0.2, -0.2, 0.2], [0.2, 0.1, -0.2], [0.1, 0.4, 0.3], [-0.4, -0.5, 0.0], [0.0, 0.0, 0.1], [0.0, -0.1, 0.0], [0.0, -0.1, 0.0], [0.4, 0.2, 0.1], [-0.1, -0.2, 0.3], [0.3, 0.2, 0.2], [0.4, 0.1, -0.4], [-0.1, 0.0, 0.1], [0.3, 0.3, 0.0], [0.1, -0.3, 0.7], [0.3, 0.2, -0.7], [0.3, 0.1, -0.3], [-0.2, 0.0, 0.3], [0.2, 0.1, 0.2], [0.0, -0.1, 0.1], [-0.3, -0.2, -0.3], [0.1, 0.0, 0.0], [-0.2, 0.3, 0.1], [0.2, 0.3, 0.3], [0.2, -0.1, 0.1], [-0.1, -0.1, 0.1], [0.1, 0.1, -0.1], [0.2, 0.2, 0.7], [0.5, 0.0, 0.4], [0.1, -0.2, 0.0], [0.0, 0.1, 0.0], [0.0, 0.1, 0.0], [0.1, 0.0, -0.3], [0.1, 0.0, -0.1], [0.1, 0.0, 0.4], [0.0, 0.0, 0.0], [0.5, -0.2, -0.1], [-0.2, 0.1, 0.0], [0.0, -0.3, -0.2], [0.0, 0.0, 0.1], [0.1, -0.1, -0.1], [0.1, -0.2, 0.0], [-0.1, 0.0, -0.1], [-0.3, 0.3, 0.3], [0.0, 0.0, -0.1], [-0.2, 0.0, 0.0], [-0.2, -0.1, 0.1], [0.2, -0.1, 0.0], [0.0, 0.2, -0.1], [-0.2, -0.1, -0.2], [0.1, -0.2, 0.1], [-0.1, -0.1, 0.2], [-0.3, 0.1, 0.3], [-0.1, -0.1, 0.0], [-0.1, 0.4, -0.2]], "mulliken_charge": [-0.7353, -0.5498, -0.6827, -0.6120, -0.7233, -0.6739, -0.6713, -0.6399, -0.6025, -0.6373, -0.1540, -0.6914, -0.7015, -0.6585, -0.6020, -0.8365, -0.5747, -0.6487, -0.6418, -0.6575, -0.6708, 1.5524, -0.5534, -0.7295, 1.8004, -1.6649, 3.2079, -1.6026, -1.2918, -0.6493, -1.6629, 0.6445, 0.3184, 0.2424, 0.3591, 0.3222, 0.3602, -0.2528, 0.0865, 0.2756, 0.2605, 0.2727, -0.0036, 0.3050, 0.5711, -0.0312, 0.3020, 0.2005, 0.1514, 0.2632, 0.3898, 0.3545, 0.3812, 0.3562, 0.2044, 0.3639, 0.2981, 0.0244, -1.0791, 0.3101, 0.2902, 0.0416, 0.1374, 0.4812, 0.3278, 0.3335, 0.2869, 0.3353, 0.1223, 0.2764, -0.3153, 0.2700, 0.2127, 0.3131, 0.2874, 0.3009, 0.2843, 0.3014, 0.3090, 0.1786, 0.3826, 0.3038, 0.3329, 0.4450, 0.3256, 0.3005, 0.3208, 0.3456, 0.1765]}

---

5.
{"formula": "C30H36N2PRuSi2", "method": "ωB97M-V with the def2-TZVPD basis set", "gap_ev": [7.6, 6.5], "e_homo_ev": [-10.213, -11.286], "total_charge": 1, "spin_multiplicity": 5, "fmax_ha_per_bohr": 0.0099, "total_energy_ev": -62296.3223, "species": ["Ru", "P", "Si", "Si", "N", "N", "C", "C", "C", "C", "C", "C", "C", "C", "C", "C", "C", "C", "C", "C", "C", "C", "C", "C", "C", "C", "C", "C", "C", "C", "C", "C", "C", "C", "C", "C", "H", "H", "H", "H", "H", "H", "H", "H", "H", "H", "H", "H", "H", "H", "H", "H", "H", "H", "H", "H", "H", "H", "H", "H", "H", "H", "H", "H", "H", "H", "H", "H", "H", "H", "H", "H"], "coordinates": [[0.232, 0.404, 0.390], [0.083, 2.448, -0.852], [-1.674, -1.061, -1.828], [1.172, -0.386, 3.495], [0.254, -0.812, 2.005], [-1.399, -0.792, -0.079], [-0.496, 3.162, -2.396], [-1.413, 4.174, -4.809], [2.333, -1.772, 3.920], [-0.184, 3.668, 0.462], [0.355, 5.736, 1.569], [-1.055, 3.348, 1.502], [0.035, -1.158, -2.565], [-0.508, 5.406, 2.609], [3.395, 0.524, -0.093], [-1.716, -1.630, 0.926], [-3.084, -3.307, 1.993], [-1.862, 4.718, -3.615], [-1.408, 4.213, -2.404], [-2.115, -3.434, 3.027], [-0.999, -2.650, 3.051], [2.104, 1.042, -0.163], [-0.780, -1.693, 2.030], [-0.053, 2.607, -3.599], [4.152, 2.291, -1.573], [-1.216, 4.215, 2.577], [2.127, 1.171, 3.189], [4.411, 1.166, -0.788], [-0.509, 3.118, -4.802], [-2.681, 0.325, -2.524], [-2.509, -2.677, -2.184], [0.518, 4.872, 0.500], [-2.895, -2.430, 0.972], [-0.057, -0.039, 4.848], [1.859, 2.165, -0.964], [2.865, 2.800, -1.680], [3.054, 0.999, 2.641], [1.558, 1.942, 2.661], [1.200, 5.128, -0.303], [-2.510, 0.424, -3.599], [-1.631, 2.428, 1.470], [-0.008, -1.075, -3.655], [0.904, 6.668, 1.598], [5.422, 0.783, -0.728], [-3.632, -2.323, 0.190], [-2.466, 1.289, -2.063], [-3.977, -3.916, 2.023], [-1.896, 3.963, 3.380], [-3.588, -2.643, -2.025], [-2.274, -4.156, 3.817], [-2.340, -2.910, -3.240], [0.389, -0.223, 5.829], [4.963, 2.763, -2.112], [-1.759, 4.641, -1.473], [-2.097, -3.500, -1.596], [-1.767, 4.574, -5.750], [-0.628, 6.083, 3.445], [0.653, 1.783, -3.593], [0.474, -2.130, -2.323], [-0.345, 1.015, 4.811], [3.616, -0.360, 0.492], [-0.963, -0.642, 4.778], [2.386, 1.580, 4.170], [-0.160, 2.696, -5.734], [3.239, -1.363, 4.375], [-0.281, -2.754, 3.851], [2.627, -2.329, 3.028], [-2.566, 5.540, -3.624], [-3.743, 0.112, -2.375], [2.655, 3.655, -2.311], [1.905, -2.479, 4.634], [0.735, -0.389, -2.224]], "atomic_forces_ev_per_a": [[0.1, -0.3, 0.1], [0.2, 0.3, 0.3], [-0.1, 0.1, 0.2], [-0.1, -0.1, -0.2], [-0.2, 0.1, 0.1], [0.1, -0.4, -0.1], [-0.1, -0.2, -0.1], [0.0, 0.0, 0.0], [0.1, -0.1, 0.1], [0.0, 0.1, -0.1], [0.0, 0.0, 0.0], [-0.1, 0.0, 0.0], [0.3, 0.0, -0.1], [0.0, 0.0, 0.0], [0.0, 0.0, 0.0], [-0.1, 0.1, -0.1], [0.1, -0.1, 0.2], [0.0, 0.0, 0.0], [0.0, 0.0, -0.1], [-0.2, -0.1, -0.1], [0.1, 0.1, -0.2], [-0.3, 0.0, 0.0], [0.1, 0.0, 0.1], [0.0, 0.0, 0.0], [0.0, 0.0, 0.0], [0.0, 0.0, -0.1], [0.1, 0.2, -0.1], [0.0, 0.0, 0.0], [0.0, 0.0, 0.0], [-0.2, 0.2, 0.0], [-0.1, -0.2, 0.0], [0.0, 0.0, 0.0], [0.1, 0.1, -0.1], [-0.1, 0.1, 0.1], [0.2, 0.1, -0.1], [0.1, 0.0, 0.0], [0.0, 0.0, 0.0], [0.0, 0.0, 0.0], [0.0, 0.0, 0.0], [0.0, 0.0, 0.0], [0.0, 0.0, 0.0], [-0.1, -0.1, 0.0], [0.0, 0.0, 0.0], [0.0, 0.0, 0.0], [0.0, 0.0, 0.0], [0.0, 0.0, 0.0], [0.0, 0.0, 0.0], [0.0, 0.0, 0.0], [0.0, 0.0, 0.0], [0.0, 0.0, 0.0], [0.0, 0.0, 0.0], [0.0, 0.0, 0.0], [0.0, 0.0, 0.0], [0.0, 0.0, 0.0], [0.0, 0.0, 0.0], [0.0, 0.0, 0.0], [0.0, 0.0, 0.0], [0.0, 0.0, 0.0], [0.0, 0.0, 0.0], [0.0, 0.0, 0.0], [0.0, 0.0, 0.0], [0.0, 0.0, 0.0], [0.0, 0.0, 0.0], [0.0, 0.0, 0.0], [0.0, 0.0, 0.0], [0.0, 0.0, 0.0], [0.0, 0.0, 0.0], [0.0, 0.0, 0.0], [0.0, 0.0, 0.0], [0.0, 0.0, 0.0], [0.0, 0.0, 0.0], [0.0, 0.0, 0.0]], "mulliken_charge": [-0.2842, 1.8671, 0.0363, -0.0052, 0.0069, 0.2950, 0.2061, -0.5196, -1.2021, 0.3195, -0.7038, -0.4313, -0.8058, -0.5120, -0.4365, 0.4116, -0.8489, -0.7055, -0.3710, -0.7608, -0.5114, -0.2023, 0.8766, -0.4212, -0.7081, -0.7514, -0.9700, -0.5986, -0.8362, -0.8850, -1.2342, -0.3542, -0.6241, -1.1068, 0.0373, -0.3297, 0.3073, 0.1017, 0.3827, 0.2980, 0.5708, 0.3583, 0.4055, 0.4395, 0.4938, 0.2326, 0.4145, 0.4527, 0.3175, 0.4316, 0.3963, 0.3730, 0.4417, 0.4228, 0.3792, 0.4195, 0.4037, 0.4587, 0.3106, 0.3155, 0.5392, 0.4460, 0.4713, 0.4339, 0.3918, 0.3592, 0.3660, 0.4398, 0.4258, 0.5041, 0.4033, 0.1554]}

---

6.
{"formula": "C3H3ClF2", "method": "ωB97M-V with the def2-TZVPD basis set", "gap_ev": 11.0, "de_lowest_kj_mol": 229.2, "e_homo_ev": -10.170, "total_charge": 0, "smiles": "C=CC(F)(F)Cl", "spin_multiplicity": 1, "fmax_ha_per_bohr": 0.1762, "total_energy_ev": -21114.1805, "species": ["Cl", "F", "F", "C", "C", "C", "H", "H", "H"], "coordinates": [[0.966, -1.072, 0.305], [-0.359, -0.031, -1.540], [-1.638, -0.514, 0.101], [-0.422, -0.087, -0.333], [0.604, 1.636, 1.219], [-0.093, 1.314, 0.011], [0.575, 2.912, 1.162], [-0.662, 2.126, -0.670], [1.119, 0.907, 1.889]], "atomic_forces_ev_per_a": [[-0.7, -1.1, -0.1], [-0.6, -2.0, -8.8], [0.7, -0.3, -0.2], [1.1, 1.6, 6.4], [-2.5, 3.6, -5.1], [0.3, 2.9, 5.2], [0.8, -3.9, 1.3], [1.6, -2.0, 1.8], [-0.6, 1.2, -0.6]], "mulliken_charge": [-0.2239, -0.1689, -0.2144, 0.9029, -0.6108, -0.3774, 0.1783, 0.2117, 0.3026]}

---

7.
{"formula": "C4H12N2", "method": "ωB97M-V with the def2-TZVPD basis set", "gap_ev": 10.1, "de_lowest_kj_mol": 229.5, "e_homo_ev": -9.154, "total_charge": 0, "spin_multiplicity": 1, "fmax_ha_per_bohr": 0.0793, "total_energy_ev": -7320.6501, "species": ["N", "N", "C", "C", "C", "C", "H", "H", "H", "H", "H", "H", "H", "H", "H", "H", "H", "H"], "coordinates": [[-0.694, 0.027, -2.434], [0.911, -0.598, 2.533], [0.437, 0.494, -1.618], [-0.118, 1.094, -0.285], [-0.818, 0.012, 0.598], [0.080, -1.057, 1.428], [1.092, -0.416, -1.401], [1.406, 1.297, -2.166], [-1.104, 0.725, -3.099], [-1.572, -0.512, -0.046], [-0.943, 1.845, -0.779], [0.927, 0.420, 2.681], [-0.551, -1.905, 1.638], [-0.227, -0.627, -3.154], [-1.405, 0.472, 1.481], [0.860, -1.400, 0.738], [0.641, 1.683, 0.378], [1.870, -0.843, 2.288]], "atomic_forces_ev_per_a": [[1.6, -0.7, -2.8], [0.3, 0.8, 0.6], [3.3, 0.9, 0.1], [-0.7, 1.5, -0.5], [-0.6, -0.1, 1.9], [0.7, 1.3, -3.0], [-1.0, 1.0, -0.2], [-3.3, -2.0, 1.4], [0.5, -0.2, 1.3], [0.8, 0.2, 0.7], [1.8, -1.4, 1.9], [-0.4, -0.6, -0.2], [-0.3, -0.1, 0.6], [-1.2, 0.9, 1.5], [0.6, -0.1, -1.6], [-0.6, -0.5, -0.5], [-1.2, -0.9, -1.6], [-0.3, 0.2, 0.4]], "mulliken_charge": [-0.5883, -0.6076, -0.4350, -0.2790, -0.7812, -0.3961, 0.2829, 0.2004, 0.2397, 0.4010, 0.2202, 0.2509, 0.2803, 0.2576, 0.3011, 0.1719, 0.2103, 0.2708]}